(1)
{
  "formula": "C2H6N2O",
  "method": "ωB97M-V with the def2-TZVPD basis set",
  "homo_lumo_gap_ev": 9.415,
  "smiles": "[H]/N=C\\N(C)O",
  "max_force_ev_per_a": 7.0,
  "homo_ev": -8.71,
  "e_above_lowest_kj_mol": 462.9,
  "species": ["H", "N", "C", "N", "C", "O", "H", "H", "H", "H", "H"],
  "xyz": [[-0.367027, -0.007946, 2.022312], [-1.076427, 0.568841, 1.481996], [-0.916714, 0.590202, 0.195826], [0.188755, -0.235436, -0.400504], [0.822821, 0.286254, -1.492643], [0.523484, -1.215584, 0.403976], [-1.288682, 1.345615, -0.568847], [0.332972, 1.287096, -1.808728], [1.786973, 0.813482, -1.218787], [0.970720, -0.405864, -2.554684], [1.154228, -0.900273, 1.107388]],
  "forces_ev_per_angstrom": [[-1.41, 0.53, -1.33], [0.02, 0.39, -1.63], [3.43, -0.90, 1.29], [-6.17, 3.20, 0.85], [2.73, 1.60, -4.23], [2.54, -2.00, 1.34], [-0.21, -1.18, 1.40], [-0.07, -2.02, 0.33], [-0.05, -1.21, -0.39], [-0.41, 1.72, 3.19], [-0.39, -0.13, -0.83]],
  "lowdin_charge": [0.054, 0.060, -0.179, -0.338, -0.152, -0.021, 0.123, 0.093, 0.084, 0.148, 0.128]
}

***

(2)
{
  "formula": "C2H6N2O",
  "method": "ωB97M-V with the def2-TZVPD basis set",
  "homo_lumo_gap_ev": 10.438,
  "max_force_ev_per_a": 5.1,
  "homo_ev": -9.50,
  "e_above_lowest_kj_mol": 549.1,
  "species": ["C", "C", "H", "H", "H", "H", "H", "H", "N", "N", "O"],
  "xyz": [[-1.581332, -0.418166, 0.155259], [1.368812, 0.347209, 0.050017], [-2.645827, 0.322934, 0.503757], [-0.868905, -0.693533, 1.276837], [-1.877691, -1.494176, -0.497344], [0.099876, 1.817839, -0.411009], [2.263678, 1.051885, 0.365287], [2.441684, -1.150071, -0.165024], [0.102337, 0.904698, -0.127060], [1.512152, -0.829380, -0.337136], [-0.814789, 0.140759, -0.813583]],
  "forces_ev_per_angstrom": [[-2.89, -3.43, 2.40], [0.77, 1.56, -1.02], [3.25, -2.34, -1.06], [-2.47, 0.70, -3.70], [0.13, 2.92, 2.69], [-0.22, 2.73, -0.90], [-2.23, -1.05, -0.22], [0.73, -0.32, 0.07], [1.47, -0.46, 1.45], [0.24, -1.39, 0.27], [1.23, 1.09, 0.02]],
  "lowdin_charge": [-0.218, -0.300, 0.135, 0.156, 0.140, 0.092, 0.159, 0.034, -0.072, 0.098, -0.225]
}

***

(3)
{
  "formula": "C2H6N2O",
  "method": "ωB97M-V with the def2-TZVPD basis set",
  "homo_lumo_gap_ev": 10.461,
  "smiles": "[H]/N=C(\\N)OC",
  "max_force_ev_per_a": 7.3,
  "homo_ev": -9.67,
  "e_above_lowest_kj_mol": 290.0,
  "species": ["H", "N", "C", "N", "O", "C", "H", "H", "H", "H", "H"],
  "xyz": [[0.682996, -1.894933, 0.861654], [-0.122174, -1.468578, 0.342645], [0.292631, -0.273095, 0.364193], [1.400796, 0.364767, 0.786802], [-0.150747, 0.705822, -0.547386], [-1.413445, 0.515146, -0.809823], [1.706405, 1.234693, 0.220285], [2.066360, 0.101205, 1.381921], [-1.490305, -0.311250, -1.528112], [-2.257768, 0.288848, -0.247580], [-1.727178, 1.209235, -1.541432]],
  "forces_ev_per_angstrom": [[-1.30, -0.58, -0.22], [1.33, 0.08, 1.67], [1.52, 1.94, -3.37], [-0.13, 3.68, -2.38], [1.79, -0.35, 3.48], [-3.64, -1.60, -6.11], [-1.22, -2.24, 1.47], [2.67, -2.00, 2.86], [0.04, -0.89, 0.07], [-0.64, 0.12, 2.85], [-0.40, 1.84, -0.33]],
  "lowdin_charge": [0.077, 0.149, -0.545, 0.146, -0.071, -0.217, 0.168, 0.039, 0.093, 0.081, 0.082]
}

***

(4)
{
  "formula": "C2H6N2O",
  "method": "ωB97M-V with the def2-TZVPD basis set",
  "homo_lumo_gap_ev": 10.563,
  "smiles": "CNC(N)=O",
  "max_force_ev_per_a": 1.8,
  "homo_ev": -9.69,
  "e_above_lowest_kj_mol": 43.4,
  "species": ["C", "N", "C", "N", "O", "H", "H", "H", "H", "H", "H"],
  "xyz": [[-1.603794, -0.119571, -0.376098], [-0.447427, -0.015317, 0.492786], [0.758178, 0.098754, -0.127688], [1.952557, 0.033304, 0.526344], [0.864302, 0.266748, -1.342800], [-1.376168, 0.447281, -1.280548], [-1.809773, -1.156543, -0.669417], [-2.479292, 0.308398, 0.113584], [-0.515170, -0.345627, 1.442014], [2.144982, 0.182718, 1.508943], [2.511605, 0.299856, -0.287121]],
  "forces_ev_per_angstrom": [[-0.25, 0.01, -0.05], [0.14, -0.01, -0.03], [-0.26, 0.03, -0.46], [-0.11, -0.14, -0.24], [-0.72, -0.03, -0.11], [-0.15, -0.10, 0.17], [-0.01, 0.15, 0.07], [0.04, -0.07, -0.01], [0.15, 0.02, -0.15], [-0.04, 0.17, -0.52], [1.21, -0.02, 1.33]],
  "lowdin_charge": [-0.085, 0.006, -0.652, 0.140, 0.002, 0.081, 0.086, 0.079, 0.131, 0.099, 0.111]
}

***

(5)
{
  "formula": "C2H6N2O",
  "method": "ωB97M-V with the def2-TZVPD basis set",
  "homo_lumo_gap_ev": 9.297,
  "smiles": "CN(N)C=O",
  "max_force_ev_per_a": 5.1,
  "homo_ev": -8.45,
  "e_above_lowest_kj_mol": 300.4,
  "species": ["C", "N", "N", "C", "O", "H", "H", "H", "H", "H", "H"],
  "xyz": [[0.423269, 1.259449, -0.065581], [0.200840, -0.091824, 0.390641], [1.000283, -1.029653, -0.334479], [-1.486560, -0.514333, 0.244036], [-2.314479, 0.320840, 0.231876], [1.443669, 1.542866, 0.212236], [0.311342, 1.358994, -1.149471], [-0.284648, 1.907842, 0.446379], [1.787753, -1.278220, 0.267035], [0.470672, -1.877628, -0.512316], [-1.552136, -1.598334, 0.269646]],
  "forces_ev_per_angstrom": [[0.08, -0.05, -0.10], [-4.40, -1.37, -0.05], [0.38, 0.07, -0.12], [4.64, 2.02, 0.49], [-0.08, -0.37, -0.05], [-0.16, 0.10, -0.04], [0.01, 0.07, -0.03], [0.03, 0.07, -0.02], [-0.36, -0.13, -0.10], [0.05, 0.02, 0.06], [-0.19, -0.43, -0.04]],
  "lowdin_charge": [-0.145, -0.231, -0.020, -0.151, 0.084, 0.077, 0.078, 0.073, 0.076, 0.052, 0.107]
}

***

(6)
{
  "formula": "C2H6N2O",
  "method": "ωB97M-V with the def2-TZVPD basis set",
  "homo_lumo_gap_ev": 6.959,
  "max_force_ev_per_a": 5.5,
  "homo_ev": -9.16,
  "e_above_lowest_kj_mol": 546.1,
  "species": ["N", "C", "C", "N", "O", "H", "H", "H", "H", "H", "H"],
  "xyz": [[1.293035, -0.846900, -0.375805], [0.421832, -0.705170, 0.711327], [-0.871416, 0.206215, 0.061492], [-0.276824, 1.181015, -0.839390], [-1.661761, 0.582250, 0.978470], [1.709690, -1.731045, -0.642220], [-1.362077, -0.477235, -0.652670], [-0.168048, -1.436996, 1.275487], [0.875728, 0.033176, 1.371249], [0.720182, 1.088824, -1.008783], [-0.680341, 2.105867, -0.879157]],
  "forces_ev_per_angstrom": [[-0.75, 1.02, 3.33], [4.03, -1.71, -1.80], [-3.97, 3.50, -1.61], [0.42, -0.55, 0.67], [1.46, -0.26, -0.63], [-1.35, -0.79, -0.20], [0.58, -1.22, 0.47], [0.66, -0.62, -0.43], [-0.85, 0.62, -0.21], [-0.30, 0.08, -0.03], [0.07, -0.06, 0.43]],
  "lowdin_charge": [0.075, -0.177, -0.585, 0.112, -0.011, 0.046, 0.152, 0.115, 0.125, 0.057, 0.091]
}